(1)
DFT (ωB97M-V with the def2-TZVPD basis set) results for C9H23KN9O5 as an isolated structure.

Summary:
E_tot	-1825.677397	Ha
2S+1	1
maximum force	0.7	eV/A
net charge	-1
HOMO-LUMO gap	7.06	eV

CARTESIAN COORDINATES (ANGSTROEM)
1 K 1.60 0.64 -2.35
2 N -0.09 2.91 -1.92
3 C 0.74 3.95 -1.28
4 C 1.71 3.25 -0.33
5 O 1.32 3.07 0.86
6 N 2.83 2.85 -0.91
7 C 3.75 2.16 -0.02
8 C 3.51 0.66 -0.10
9 O 3.76 0.03 -1.12
10 O 2.90 0.14 0.94
11 H -0.82 3.32 -2.49
12 H -0.57 2.36 -1.20
13 H 0.15 4.67 -0.70
14 H 1.29 4.47 -2.06
15 H 3.65 2.49 1.02
16 H 4.77 2.33 -0.37
17 N 0.32 0.32 1.81
18 N 1.05 -0.90 1.91
19 C 2.02 -1.18 0.89
20 N 2.84 -2.26 1.31
21 N 1.32 -1.26 -0.34
22 N 1.68 -2.06 -1.30
23 O 2.52 -2.97 -1.22
24 O 1.07 -1.86 -2.39
25 H -0.22 0.26 0.96
26 H 0.95 1.11 1.67
27 H 1.49 -0.95 2.82
28 H 3.52 -1.93 1.98
29 H 3.28 -2.69 0.51
30 C -3.73 -2.01 -0.85
31 C -3.11 -1.26 0.33
32 C -2.06 -2.14 1.01
33 C -4.19 -0.89 1.34
34 N -2.56 0.02 -0.15
35 N -1.44 -0.07 -1.02
36 H -4.20 -2.93 -0.52
37 H -2.97 -2.27 -1.59
38 H -4.48 -1.38 -1.34
39 H -2.53 -3.04 1.41
40 H -1.56 -1.61 1.82
41 H -1.28 -2.47 0.32
42 H -4.68 -1.79 1.72
43 H -4.95 -0.25 0.87
44 H -3.76 -0.36 2.18
45 H -2.27 0.56 0.65
46 H -1.80 -0.24 -1.96
47 H -0.77 -0.81 -0.81

(2)
DFT (ωB97M-V with the def2-TZVPD basis set) results for a 10-piece molecular cluster, C46H85F3O7 overall.

Summary:
E_tot	-2629.809302	Ha
2S+1	1
maximum force	3.0	eV/A
net charge	0
HOMO-LUMO gap	9.67	eV
SMILES	Fc1ccccc1.Fc1ccccc1.Fc1ccccc1.CCOCC.CCOCC.CCOCC.CCOCC.CCOCC.CCOCC.CCOCC

CARTESIAN COORDINATES (ANGSTROEM)
1 F -3.11 -6.17 2.47
2 C -3.21 -4.81 2.65
3 C -3.54 -4.27 3.89
4 C -3.63 -2.91 4.09
5 C -3.31 -2.08 2.99
6 C -3.06 -2.65 1.73
7 C -2.99 -4.00 1.56
8 H -3.58 -4.88 4.78
9 H -3.94 -2.39 4.98
10 H -3.42 -1.00 2.96
11 H -2.97 -2.04 0.84
12 H -2.84 -4.50 0.61
13 F -3.50 -4.64 -2.51
14 C -2.66 -3.73 -3.02
15 C -2.98 -3.13 -4.23
16 C -2.17 -2.18 -4.79
17 C -1.06 -1.74 -4.09
18 C -0.71 -2.33 -2.85
19 C -1.55 -3.36 -2.29
20 H -3.91 -3.41 -4.70
21 H -2.30 -1.74 -5.77
22 H -0.32 -1.09 -4.54
23 H 0.16 -2.05 -2.27
24 H -1.28 -3.79 -1.33
25 F 1.55 1.05 7.78
26 C 1.50 0.44 6.58
27 C 2.49 -0.52 6.32
28 C 2.59 -1.17 5.09
29 C 1.60 -0.93 4.14
30 C 0.51 -0.09 4.44
31 C 0.45 0.58 5.68
32 H 3.23 -0.64 7.10
33 H 3.33 -1.93 4.91
34 H 1.61 -1.40 3.17
35 H -0.26 0.11 3.71
36 H -0.36 1.28 5.83
37 C -0.93 1.54 -2.68
38 C -2.47 1.47 -2.77
39 O -2.91 2.69 -3.34
40 C -4.31 2.86 -3.34
41 C -4.46 4.28 -3.88
42 H -0.56 0.55 -2.42
43 H -0.43 1.83 -3.61
44 H -0.54 2.28 -1.98
45 H -2.76 0.70 -3.48
46 H -2.95 1.24 -1.81
47 H -4.78 2.03 -3.86
48 H -4.78 2.82 -2.36
49 H -4.04 4.92 -3.10
50 H -5.55 4.38 -3.91
51 H -4.07 4.38 -4.89
52 C -1.97 4.44 -0.17
53 C -3.22 5.16 0.33
54 O -3.04 5.32 1.75
55 C -3.99 6.12 2.52
56 C -3.71 7.58 2.31
57 H -1.92 4.22 -1.24
58 H -1.13 5.12 -0.04
59 H -1.82 3.53 0.41
60 H -3.39 6.16 -0.08
61 H -4.09 4.52 0.22
62 H -5.01 5.84 2.25
63 H -3.84 5.86 3.57
64 H -4.43 8.12 2.91
65 H -3.94 7.83 1.27
66 H -2.67 7.83 2.50
67 C -4.10 1.06 5.80
68 C -3.37 1.86 4.73
69 O -4.04 1.54 3.58
70 C -3.84 2.43 2.51
71 C -4.42 1.73 1.29
72 H -3.89 -0.01 5.85
73 H -3.94 1.59 6.74
74 H -5.19 1.13 5.71
75 H -3.44 2.93 4.91
76 H -2.33 1.60 4.55
77 H -4.27 3.42 2.64
78 H -2.79 2.50 2.21
79 H -3.98 2.13 0.37
80 H -5.50 1.86 1.20
81 H -4.18 0.67 1.22
82 C 2.86 -0.83 -3.98
83 C 2.45 0.00 -5.16
84 O 1.58 -0.82 -5.93
85 C 1.56 -0.46 -7.30
86 C 0.68 -1.54 -8.01
87 H 3.65 -0.41 -3.36
88 H 1.96 -1.01 -3.38
89 H 3.24 -1.76 -4.41
90 H 2.01 0.94 -4.82
91 H 3.38 0.24 -5.68
92 H 1.21 0.57 -7.32
93 H 2.56 -0.47 -7.74
94 H 0.48 -1.24 -9.03
95 H -0.24 -1.71 -7.45
96 H 1.26 -2.47 -8.04
97 C 6.31 -4.65 -1.76
98 C 7.09 -5.85 -2.28
99 O 7.51 -6.74 -1.25
100 C 8.13 -7.87 -1.81
101 C 8.68 -8.70 -0.67
102 H 6.09 -3.95 -2.56
103 H 5.35 -4.93 -1.31
104 H 6.97 -4.06 -1.13
105 H 6.48 -6.36 -3.02
106 H 7.87 -5.50 -2.96
107 H 7.53 -8.51 -2.46
108 H 9.03 -7.53 -2.30
109 H 9.33 -9.48 -1.07
110 H 7.86 -9.14 -0.10
111 H 9.31 -8.12 0.00
112 C 3.33 -2.46 -0.34
113 C 2.83 -1.09 0.05
114 O 1.39 -1.09 0.12
115 C 0.87 0.12 0.62
116 C -0.66 -0.01 0.81
117 H 2.96 -2.87 -1.28
118 H 4.40 -2.38 -0.51
119 H 3.17 -3.22 0.44
120 H 3.20 -0.75 1.02
121 H 3.30 -0.40 -0.65
122 H 1.35 0.38 1.56
123 H 1.08 0.87 -0.14
124 H -1.02 0.92 1.26
125 H -0.82 -0.82 1.52
126 H -1.26 -0.17 -0.08
127 C -0.15 4.07 2.99
128 C 1.22 3.49 3.11
129 O 1.80 3.52 1.81
130 C 3.15 3.07 1.84
131 C 3.83 3.03 0.49
132 H -0.49 4.20 4.01
133 H -0.08 5.06 2.54
134 H -0.83 3.40 2.45
135 H 1.80 4.10 3.80
136 H 1.12 2.45 3.43
137 H 3.73 3.81 2.40
138 H 3.21 2.10 2.34
139 H 4.87 2.71 0.51
140 H 3.74 4.04 0.08
141 H 3.39 2.33 -0.22

(3)
DFT (ωB97M-V with the def2-TZVPD basis set) results for C14H12CoF6I2N2O2Sb as an isolated structure.

Summary:
E_tot	-3618.437242	Ha
2S+1	3
maximum force	0.6	eV/A
net charge	0
HOMO-LUMO gap (alpha / beta)	5.48 / 7.20	eV

CARTESIAN COORDINATES (ANGSTROEM)
1 Co 0.48 2.04 -1.08
2 C -3.09 3.57 1.05
3 C -2.82 2.10 1.19
4 N -3.51 1.39 2.05
5 C -3.25 0.08 2.18
6 C -2.29 -0.60 1.47
7 C -2.06 -2.07 1.75
8 O -1.06 -2.32 2.71
9 C -1.53 0.15 0.54
10 C -0.55 -0.51 -0.29
11 N 0.22 0.04 -1.16
12 C 1.04 -0.82 -1.97
13 C 0.75 -2.17 -2.17
14 C 1.60 -2.98 -2.90
15 C 2.75 -2.47 -3.48
16 C 3.03 -1.12 -3.34
17 C 2.17 -0.33 -2.60
18 I 2.56 1.72 -2.49
19 C -1.81 1.51 0.39
20 O -1.19 2.29 -0.49
21 H -3.97 3.83 1.63
22 H -3.24 3.84 0.00
23 H -2.23 4.14 1.40
24 H -3.86 -0.46 2.91
25 H -1.87 -2.61 0.82
26 H -2.98 -2.48 2.16
27 H -0.28 -1.79 2.52
28 H -0.48 -1.58 -0.16
29 H -0.16 -2.60 -1.77
30 H 1.35 -4.03 -3.03
31 H 3.41 -3.10 -4.05
32 H 3.91 -0.69 -3.80
33 I 0.78 4.53 -1.34
34 F 1.42 1.67 0.74
35 Sb 2.66 0.47 1.68
36 F 3.90 1.87 1.63
37 F 1.89 1.10 3.26
38 F 3.78 -0.74 2.54
39 F 1.30 -0.85 1.52
40 F 3.25 -0.06 -0.03

(4)
DFT (ωB97M-V with the def2-TZVPD basis set) results for C24H48GeN3S4SbSi4TeW as an isolated structure.

Summary:
E_tot	-6510.771054	Ha
2S+1	1
maximum force	0.9	eV/A
net charge	-2
HOMO-LUMO gap (alpha / beta)	4.57 / 4.57	eV

CARTESIAN COORDINATES (ANGSTROEM)
1 W -0.07 2.02 -1.11
2 S -2.61 4.78 1.45
3 Sb -1.35 4.46 -0.42
4 S 0.97 3.82 0.10
5 S -1.09 2.51 -3.01
6 S -1.34 6.15 -1.94
7 C 1.59 0.87 -0.02
8 H 1.12 0.07 0.56
9 H 2.17 1.49 0.67
10 H 2.27 0.39 -0.74
11 C 0.29 -3.03 0.45
12 Si -1.43 -3.03 1.23
13 C -2.71 -3.64 -0.01
14 C -1.41 -4.35 2.59
15 Si -1.95 -0.91 2.05
16 Te -1.92 1.23 0.77
17 Si -4.20 -0.86 2.72
18 C -5.30 -1.11 1.22
19 C -4.67 0.77 3.51
20 C -4.57 -2.24 3.96
21 Si -0.57 -0.38 3.87
22 C -0.36 -1.77 5.13
23 C -1.27 1.10 4.79
24 C 1.15 0.07 3.24
25 H 0.44 -3.90 -0.19
26 H 1.04 -3.05 1.24
27 H 0.45 -2.12 -0.14
28 H -2.38 -4.56 -0.50
29 H -2.93 -2.90 -0.78
30 H -3.65 -3.85 0.52
31 H -0.95 -5.27 2.20
32 H -2.42 -4.59 2.91
33 H -0.85 -4.03 3.47
34 H -5.14 -0.31 0.50
35 H -6.36 -1.10 1.51
36 H -5.10 -2.06 0.71
37 H -4.32 1.61 2.92
38 H -4.24 0.87 4.51
39 H -5.76 0.84 3.60
40 H -4.31 -3.22 3.55
41 H -5.63 -2.26 4.21
42 H -4.00 -2.10 4.88
43 H -1.32 -2.20 5.44
44 H 0.14 -1.39 6.03
45 H 0.26 -2.58 4.73
46 H -2.09 0.81 5.44
47 H -1.63 1.86 4.09
48 H -0.49 1.56 5.41
49 H 1.66 -0.80 2.82
50 H 1.75 0.47 4.06
51 H 1.08 0.83 2.47
52 C -1.30 -0.41 -4.87
53 Ge -1.47 -0.88 -2.95
54 C -3.33 -0.56 -2.42
55 C -1.20 -2.86 -2.99
56 C -0.06 -0.12 -1.86
57 H -1.75 -1.20 -5.48
58 H -0.25 -0.33 -5.13
59 H -1.79 0.53 -5.09
60 H -4.00 -0.97 -3.18
61 H -3.50 0.52 -2.32
62 H -3.55 -1.02 -1.46
63 H -2.09 -3.37 -3.38
64 H -0.97 -3.26 -2.01
65 H -0.36 -3.08 -3.65
66 H 0.81 -0.15 -2.53
67 H 0.15 -0.83 -1.07
68 N 10.58 3.39 -2.17
69 C 9.45 3.24 -2.30
70 C 8.03 3.04 -2.46
71 C 7.48 3.02 -3.73
72 C 6.12 2.83 -3.90
73 C 5.30 2.65 -2.78
74 C 5.86 2.67 -1.51
75 C 7.21 2.86 -1.35
76 N 3.92 2.45 -2.95
77 C 3.25 2.08 -4.11
78 C 1.95 1.98 -3.77
79 N 1.79 2.31 -2.44
80 C 2.98 2.56 -1.97
81 H 8.11 3.17 -4.60
82 H 5.69 2.85 -4.89
83 H 5.24 2.50 -0.64
84 H 7.64 2.87 -0.35
85 H 3.75 1.90 -5.04
86 H 1.08 1.73 -4.36
87 H 3.16 2.89 -0.96

(5)
DFT (ωB97M-V with the def2-TZVPD basis set) results for C11H26BCl4IInO5S2 as an isolated structure.

Summary:
E_tot	-3960.860582	Ha
2S+1	1
maximum force	3.4	eV/A
net charge	-1
HOMO-LUMO gap	6.89	eV

CARTESIAN COORDINATES (ANGSTROEM)
1 O 2.00 1.45 -1.90
2 S 0.77 2.06 -1.34
3 O 0.66 3.47 -1.74
4 O 0.89 1.94 0.29
5 C -0.72 1.17 -1.90
6 C -0.36 0.04 -2.92
7 C -1.46 -1.09 -2.93
8 C -1.14 -2.25 -1.93
9 In -2.14 -2.11 0.10
10 S -1.02 -0.44 1.62
11 C -1.79 -4.14 1.09
12 C -0.43 -4.06 1.84
13 C 0.78 -3.75 0.93
14 I 1.11 -5.48 -0.36
15 B -4.39 -1.74 -0.03
16 O -5.02 -1.02 -1.07
17 O -5.26 -2.25 0.97
18 H 1.55 1.27 0.49
19 H -1.28 0.70 -1.07
20 H -1.39 1.93 -2.32
21 H -0.30 0.52 -3.90
22 H 0.57 -0.47 -2.66
23 H -1.38 -1.52 -3.94
24 H -2.48 -0.68 -2.84
25 H -0.06 -2.36 -1.77
26 H -1.54 -3.18 -2.38
27 H 0.27 -0.86 1.85
28 H -2.63 -4.28 1.80
29 H -1.80 -4.94 0.33
30 H -0.25 -4.97 2.44
31 H -0.52 -3.22 2.56
32 H 1.68 -3.70 1.56
33 H 0.70 -2.82 0.37
34 H -4.69 -1.29 -1.92
35 H -5.95 -1.61 1.13
36 Cl 2.19 -0.30 2.78
37 C 1.57 0.22 4.36
38 C 1.93 -0.76 5.46
39 Cl 1.08 -2.31 5.28
40 H 0.49 0.34 4.27
41 H 2.01 1.19 4.57
42 H 1.64 -0.34 6.42
43 H 3.00 -0.96 5.47
44 Cl 1.68 8.24 -2.84
45 C 2.23 6.54 -2.76
46 C 3.47 6.38 -1.93
47 Cl 4.90 7.12 -2.70
48 H 2.37 6.19 -3.77
49 H 1.41 5.97 -2.31
50 H 3.69 5.32 -1.80
51 H 3.36 6.83 -0.94

(6)
DFT (ωB97M-V with the def2-TZVPD basis set) results for an isolated ion of composition C4H10NO and charge -1.

Summary:
E_tot	-288.339523	Ha
2S+1	1
maximum force	2.3	eV/A
net charge	-1
HOMO-LUMO gap	5.90	eV
SMILES	CCCNC[O-]

CARTESIAN COORDINATES (ANGSTROEM)
1 C 0.02 -0.57 0.76
2 N -0.30 0.75 1.29
3 C -0.97 1.94 0.62
4 O -0.79 2.96 1.48
5 C 0.00 -0.66 -0.77
6 C 1.11 -1.53 -1.33
7 H -0.79 -1.23 1.23
8 H 0.96 -0.81 1.33
9 H 0.33 1.18 1.95
10 H -2.07 1.73 0.53
11 H -0.60 2.19 -0.42
12 H -1.01 -0.94 -1.11
13 H -0.08 0.36 -1.18
14 H 0.66 -2.54 -1.46
15 H 1.96 -1.60 -0.64
16 H 1.56 -1.24 -2.28

(7)
DFT (ωB97M-V with the def2-TZVPD basis set) results for an isolated ion of composition CH6N3S2 and charge +1.

Summary:
E_tot	-1002.023942	Ha
2S+1	1
maximum force	4.9	eV/A
net charge	+1
HOMO-LUMO gap (alpha / beta)	7.08 / 7.09	eV

CARTESIAN COORDINATES (ANGSTROEM)
1 C -0.38 0.26 -0.54
2 N -1.25 0.79 -1.37
3 N 0.85 0.45 -1.05
4 N -0.68 -0.50 0.48
5 S 0.53 -0.72 2.27
6 S 2.32 -0.17 2.84
7 H -1.01 0.84 -2.37
8 H -2.25 0.90 -1.12
9 H 1.10 1.16 -1.68
10 H 1.69 0.06 -0.52
11 H -1.52 -0.88 0.79
12 H 0.60 -2.19 2.26

(8)
DFT (ωB97M-V with the def2-TZVPD basis set) results for one molecule with the formula C2H4N4OS.

Summary:
E_tot	-770.903738	Ha
2S+1	1
maximum force	7.4	eV/A
net charge	0
HOMO-LUMO gap	9.95	eV
SMILES	[H]/N=C1\NS/C(=N/[H])NO1

CARTESIAN COORDINATES (ANGSTROEM)
1 C 0.21 -0.44 -1.42
2 C -0.42 0.49 1.35
3 H 0.52 -0.23 -3.38
4 H 1.15 1.27 -1.27
5 H -1.38 0.38 2.96
6 H 0.99 -0.95 1.57
7 N 0.15 -0.90 -2.62
8 N 0.76 0.56 -0.72
9 N -1.04 1.20 2.40
10 N -0.12 -0.91 1.36
11 O -0.17 1.09 0.04
12 S -0.64 -1.55 -0.26

(9)
DFT (ωB97M-V with the def2-TZVPD basis set) results for C13H31CrN6OS4SbSi2 as an isolated structure.

Summary:
E_tot	-4374.349189	Ha
2S+1	3
maximum force	1.4	eV/A
net charge	0
HOMO-LUMO gap (alpha / beta)	6.75 / 6.40	eV

CARTESIAN COORDINATES (ANGSTROEM)
1 Cr -1.43 0.22 -0.92
2 N -2.02 1.76 0.63
3 N -2.59 1.38 1.85
4 C -2.61 0.08 2.20
5 N -3.41 -0.21 3.25
6 S -1.71 -1.10 1.44
7 H -1.33 2.49 0.80
8 H -2.72 2.10 -0.03
9 H -3.31 1.98 2.21
10 H -3.78 0.52 3.84
11 H -3.35 -1.13 3.63
12 S -0.38 1.51 -4.75
13 Sb -0.91 2.49 -2.78
14 S 0.79 0.88 -0.78
15 S -3.02 1.55 -2.22
16 C -4.56 -2.95 -2.72
17 N -3.17 -2.55 -2.95
18 C -2.44 -3.01 -4.00
19 C -1.18 -2.63 -4.23
20 C -0.59 -1.68 -3.32
21 N -1.31 -1.22 -2.31
22 C -2.59 -1.64 -2.09
23 O -3.18 -1.15 -1.13
24 N 0.66 -1.30 -3.43
25 H -5.00 -3.24 -3.67
26 H -5.10 -2.10 -2.32
27 H -4.62 -3.77 -2.01
28 H -2.95 -3.72 -4.65
29 H -0.62 -3.00 -5.07
30 H 1.08 -1.33 -4.35
31 H 0.95 -0.51 -2.86
32 C 1.98 -1.30 3.08
33 Si 2.18 -0.87 1.27
34 C 3.99 -0.90 0.84
35 C 1.37 -2.20 0.25
36 C 1.36 0.81 1.00
37 Si 2.22 2.41 1.47
38 C 1.80 2.71 3.27
39 C 4.08 2.38 1.27
40 C 1.58 3.86 0.48
41 H 2.54 -2.21 3.34
42 H 0.92 -1.46 3.33
43 H 2.35 -0.48 3.72
44 H 4.33 -1.94 0.82
45 H 4.60 -0.36 1.57
46 H 4.18 -0.47 -0.15
47 H 1.60 -3.19 0.66
48 H 1.73 -2.17 -0.79
49 H 0.28 -2.09 0.22
50 H 0.45 0.78 1.61
51 H 2.20 1.91 3.90
52 H 0.71 2.74 3.42
53 H 2.22 3.66 3.64
54 H 4.55 1.78 2.05
55 H 4.48 3.40 1.35
56 H 4.37 1.98 0.30
57 H 0.52 4.05 0.65
58 H 1.71 3.68 -0.59
59 H 2.13 4.78 0.75

- Which value of 2S+1 does entry 9 give?
  3

What did the third record say?
DFT (ωB97M-V with the def2-TZVPD basis set) results for C14H12CoF6I2N2O2Sb as an isolated structure.

Summary:
E_tot	-3618.437242	Ha
2S+1	3
maximum force	0.6	eV/A
net charge	0
HOMO-LUMO gap (alpha / beta)	5.48 / 7.20	eV

CARTESIAN COORDINATES (ANGSTROEM)
1 Co 0.48 2.04 -1.08
2 C -3.09 3.57 1.05
3 C -2.82 2.10 1.19
4 N -3.51 1.39 2.05
5 C -3.25 0.08 2.18
6 C -2.29 -0.60 1.47
7 C -2.06 -2.07 1.75
8 O -1.06 -2.32 2.71
9 C -1.53 0.15 0.54
10 C -0.55 -0.51 -0.29
11 N 0.22 0.04 -1.16
12 C 1.04 -0.82 -1.97
13 C 0.75 -2.17 -2.17
14 C 1.60 -2.98 -2.90
15 C 2.75 -2.47 -3.48
16 C 3.03 -1.12 -3.34
17 C 2.17 -0.33 -2.60
18 I 2.56 1.72 -2.49
19 C -1.81 1.51 0.39
20 O -1.19 2.29 -0.49
21 H -3.97 3.83 1.63
22 H -3.24 3.84 0.00
23 H -2.23 4.14 1.40
24 H -3.86 -0.46 2.91
25 H -1.87 -2.61 0.82
26 H -2.98 -2.48 2.16
27 H -0.28 -1.79 2.52
28 H -0.48 -1.58 -0.16
29 H -0.16 -2.60 -1.77
30 H 1.35 -4.03 -3.03
31 H 3.41 -3.10 -4.05
32 H 3.91 -0.69 -3.80
33 I 0.78 4.53 -1.34
34 F 1.42 1.67 0.74
35 Sb 2.66 0.47 1.68
36 F 3.90 1.87 1.63
37 F 1.89 1.10 3.26
38 F 3.78 -0.74 2.54
39 F 1.30 -0.85 1.52
40 F 3.25 -0.06 -0.03

- Which value of net charge does entry 5 give?
  -1

- What is the net charge in the first record?
  -1